No. 1
Below is a cluster of 2 separate species, C6H10FN in total at a distorted geometry, with properties calculated with wB97M-V/def2-TZVPD.

The total energy is -10587.141 eV. The LUMO energy is 0.9 eV.

Element x y z (Å)
C -1.16581 -2.97519 1.73918
C -1.41145 -1.87095 1.13698
C 0.79150 0.95440 -0.74299
C -0.17885 0.50157 -1.84002
C 0.47065 0.03668 0.45742
C -0.36034 -1.03643 -1.48187
N -0.00571 -1.20820 -0.10049
F -2.30024 -0.89470 1.20554
H -1.80896 -3.27966 2.64330
H -0.46011 -3.81015 1.58127
H 1.82546 0.85869 -1.01611
H 0.62302 1.98731 -0.53579
H -1.03626 1.05190 -1.79119
H 0.23149 0.79843 -2.80316
H 1.34828 -0.28506 1.12783
H -0.13958 0.34826 1.35284
H -1.33072 -1.51603 -1.65443
H 0.34886 -1.75614 -2.14333

No. 2
Below is an isolated molecule of C3H7NO3S at a distorted geometry, with properties calculated with wB97M-V/def2-TZVPD.

The total energy is -21689.502 eV. The LUMO energy is 0.7 eV.

Element x y z (Å)
C -0.29746 -1.97648 -0.04549
C -1.15307 -0.64101 0.28956
C 1.08112 -0.28774 0.66333
N 1.14153 2.34777 -0.22197
O 0.54748 0.78852 -2.15376
O 1.03835 -1.58976 0.25858
O -0.17359 0.14605 1.01198
S 1.57033 0.98500 -1.08567
H -0.42472 -2.87351 0.46963
H -0.43301 -2.07915 -1.08878
H -1.38255 -0.14553 -0.61044
H -2.00882 -0.90150 0.86796
H 1.79555 -0.01231 1.48252
H 1.07839 3.28863 -0.64245
H 1.69112 2.32043 0.68048

No. 3
Below is a cluster of 3 separate species, C4H10N3 in total at a distorted geometry, with properties calculated with wB97M-V/def2-TZVPD.

The total energy is -8771.509 eV. The total charge is +1. The LUMO energy is -3.3 eV.

Element x y z (Å)
C 0.39851 -0.67603 -2.89180
C 1.81889 -0.70734 -2.46973
C -0.53930 -0.95723 -1.95344
C 0.36405 -0.18087 1.05732
N -0.41352 -0.18065 1.94342
N -1.77899 1.42679 3.39241
N 2.09640 -0.45149 -1.23030
H 0.17622 -0.40859 -3.90210
H 2.51359 -0.52638 -3.27650
H -0.37519 -1.11926 -0.97683
H -1.62434 -0.74812 -2.17169
H -1.21338 0.57795 2.89892
H 1.14960 -0.25956 0.28812
H -1.72932 1.04693 4.35992
H -2.63399 1.25341 2.88588
H -1.30048 2.30919 3.11455
H 3.09127 -0.39875 -1.06817

No. 4
Below is a cluster of 2 separate species, CH4O2S2 in total at a distorted geometry, with properties calculated with wB97M-V/def2-TZVPD.

The total energy is -26855.548 eV. The spin multiplicity is 2. The total charge is +1. As for the expectation value of S²: 0.762. The LUMO energy (spin up / spin down) is -7.8 / -9.3 eV.

Element x y z (Å)
S 1.77743 0.31540 -0.16774
S 0.67807 -1.80723 -0.62076
H 2.04139 1.08214 -1.22078
H 1.80719 -2.57692 -0.40350
O -2.64531 0.21640 0.19295
C -1.57488 0.68417 0.14883
O -0.54082 0.73366 1.14077
H -1.18748 1.56419 -0.41053
H -0.35561 -0.21181 1.34077

No. 5
Below is an isolated molecule of C28H27FN2O4S, with properties calculated with wB97M-V/def2-TZVPD.

The total energy is -54195.463 eV. As for the SMILES: COc1ccc([C@H]2/C=C\CN(S(=O)(=O)/C=C/c3ccccc3)CC(=O)N2Cc2ccc(F)cc2)cc1. The LUMO energy is 0.0 eV.

Element x y z (Å)
C -6.78805 1.20062 2.62060
O -5.44651 0.85241 2.87100
C -4.55574 0.92758 1.84983
C -4.83346 1.42000 0.57959
C -3.84915 1.41211 -0.39241
C -2.57976 0.91654 -0.13666
C -1.55412 0.87233 -1.26227
C -0.77066 2.16344 -1.30074
C 0.45933 2.39205 -1.73877
C 1.46889 1.32956 -2.04056
N 2.01441 0.81220 -0.79018
S 3.11378 1.86523 -0.04630
O 3.81091 2.57213 -1.08114
O 2.45814 2.62875 0.97962
C 4.21928 0.69852 0.71358
C 5.27872 0.29176 0.02715
C 6.30070 -0.65393 0.44568
C 6.17590 -1.43398 1.59725
C 7.17574 -2.31560 1.95885
C 8.31807 -2.43471 1.18254
C 8.45305 -1.67003 0.03517
C 7.45217 -0.79142 -0.33268
C 1.02875 0.34914 0.16614
C 0.20788 -0.75944 -0.48087
O 0.54979 -1.92132 -0.36085
N -0.83464 -0.39540 -1.26571
C -1.52123 -1.45859 -1.99844
C -2.91096 -1.69539 -1.47262
C -3.08171 -2.22862 -0.19967
C -4.34279 -2.35704 0.34881
C -5.43391 -1.95389 -0.39903
F -6.66974 -2.04122 0.14048
C -5.29960 -1.45842 -1.68140
C -4.02806 -1.33002 -2.21116
C -2.30130 0.44987 1.14247
C -3.26999 0.45814 2.12187
H -7.21880 0.58108 1.82796
H -7.31900 1.01327 3.55233
H -6.88742 2.25807 2.35560
H -5.81139 1.79950 0.33025
H -4.08699 1.79006 -1.37687
H -2.12889 0.87058 -2.20196
H -1.38738 3.00517 -1.01111
H 0.83921 3.40334 -1.72929
H 2.31738 1.74170 -2.58529
H 1.04646 0.49423 -2.60391
H 3.95130 0.40315 1.71033
H 5.41031 0.73358 -0.95272
H 5.28667 -1.35487 2.20244
H 7.06614 -2.91535 2.85026
H 9.09835 -3.12354 1.46980
H 9.34016 -1.76177 -0.57383
H 7.55847 -0.19492 -1.22688
H 0.41642 1.17866 0.54063
H 1.58067 -0.08985 0.99873
H -0.91078 -2.35720 -1.87907
H -1.55582 -1.18286 -3.05789
H -2.21357 -2.53180 0.36510
H -4.48821 -2.75190 1.34137
H -6.17478 -1.17007 -2.24182
H -3.90916 -0.93553 -3.21011
H -1.32791 0.04811 1.37671
H -3.05930 0.08777 3.11224